No. 1
C11H16BF2N2O7SSi | ωB97M-V/def2-TZVPD

```
! RIJCOSX wB97M-V def2-TZVPD def2/J DEFGRID3
* xyz -1 1
C -0.249 0.623 -1.051
C 0.463 0.450 0.307
C -0.036 1.608 1.210
C 1.988 0.615 0.216
C 2.800 -0.588 -0.281
C 2.417 -1.054 -1.691
C 2.826 -1.759 0.736
O 2.518 -3.027 0.092
Si 1.366 -3.957 0.762
S 0.572 -5.265 -0.693
N 2.052 -5.007 1.992
C 2.353 -4.371 2.995
O 2.493 -3.786 3.990
O 0.128 -3.043 1.495
C -0.988 -2.993 0.834
N -1.966 -2.788 0.260
H -0.355 -0.316 -1.594
H 0.351 1.316 -1.643
H -1.240 1.046 -0.927
H 0.152 -0.472 0.807
H -1.118 1.579 1.307
H 0.179 2.554 0.709
H 0.456 1.599 2.185
H 2.368 0.889 1.206
H 2.185 1.459 -0.448
H 3.836 -0.247 -0.373
H 1.412 -1.465 -1.720
H 3.137 -1.756 -2.105
H 2.412 -0.165 -2.325
H 2.201 -1.565 1.613
H 3.848 -1.867 1.103
H 0.131 -4.404 -1.626
B -5.244 4.606 -0.346
O -5.151 4.016 -1.718
C -3.974 3.443 -1.863
O -3.579 2.876 -2.847
C -3.184 3.621 -0.559
O -2.067 3.215 -0.355
O -3.927 4.287 0.295
F -6.282 4.018 0.367
F -5.423 5.983 -0.421
*
```

LUMO = 1.76 eV
gap between HOMO and LUMO = 8.24 eV
max |F| = 0.0286 Eh/bohr

---

No. 2
C5H16N2O | ωB97M-V/def2-TZVPD

```
! RIJCOSX wB97M-V def2-TZVPD def2/J DEFGRID3
* xyz 0 1
C -1.147 1.505 1.950
C -0.764 1.729 0.499
N -0.750 0.434 -0.243
C 0.098 -0.057 -2.544
C 0.446 -0.040 -1.001
C 0.889 -1.457 -0.439
N 1.732 -1.600 0.695
H -0.314 0.919 2.240
H -1.399 2.381 2.578
H -2.047 0.870 1.853
H 0.214 2.096 0.329
H -1.416 2.489 0.115
H -1.191 -0.378 0.257
H -0.384 -0.981 -2.913
H 1.049 -0.112 -3.106
H -0.473 0.762 -3.012
H 1.315 0.601 -0.800
H 1.382 -1.958 -1.250
H -0.026 -2.023 -0.337
H 1.711 -0.639 1.286
H 2.818 -1.715 0.447
H -1.425 -2.042 1.165
H 1.759 0.853 1.600
O -2.077 -1.636 0.632
*
```

LUMO = -4.05 eV
gap between HOMO and LUMO = 4.34 eV
max |F| = 0.0705 Eh/bohr

---

No. 3
C17H23BCl30IO5 | ωB97M-V/def2-TZVPD

```
! RIJCOSX wB97M-V def2-TZVPD def2/J DEFGRID3
* xyz -1 1
C 2.837 -3.005 0.892
O 1.490 -2.616 0.829
C 0.996 -2.467 -0.483
C -0.480 -2.997 -0.602
C -1.284 -2.031 -1.490
C -1.916 -0.860 -0.741
O -0.962 0.024 -0.134
C -0.715 -0.246 1.176
O -1.541 -0.473 2.007
C -0.362 -4.490 -1.127
O -0.421 -5.259 0.075
B -1.568 -4.600 0.719
I -1.947 -5.110 2.860
O -1.200 -3.180 0.574
H 2.952 -3.616 1.796
H 3.165 -3.621 0.048
H 3.531 -2.159 0.991
H 1.601 -2.988 -1.232
H 1.009 -1.404 -0.779
H -0.690 -1.708 -2.355
H -2.121 -2.611 -1.900
H -2.663 -1.247 -0.050
H -2.461 -0.264 -1.479
H 0.346 -0.178 1.469
H -1.227 -4.860 -1.701
H 0.590 -4.804 -1.564
H -2.520 -4.966 0.087
C 6.529 -1.980 -1.028
Cl 5.088 -1.086 -1.509
Cl 6.151 -3.210 0.187
Cl 7.299 -2.717 -2.438
H 7.226 -1.280 -0.586
C 3.462 2.179 0.067
Cl 2.124 2.052 -1.071
Cl 3.496 0.778 1.140
Cl 4.982 2.336 -0.807
H 3.318 3.065 0.674
C -4.222 1.090 1.926
Cl -5.177 0.685 0.497
Cl -4.119 2.851 2.127
Cl -4.907 0.346 3.367
H -3.219 0.700 1.785
C -4.552 -7.953 -1.075
Cl -4.781 -6.628 -2.225
Cl -3.477 -9.182 -1.759
Cl -3.934 -7.359 0.457
H -5.516 -8.412 -0.902
C -1.085 4.168 -2.080
Cl -0.630 2.722 -2.985
Cl -1.430 5.513 -3.172
Cl -2.461 3.815 -1.043
H -0.249 4.448 -1.449
C 1.006 3.080 2.377
Cl -0.740 3.078 2.163
Cl 1.698 4.634 1.889
Cl 1.434 2.703 4.047
H 1.423 2.310 1.739
C 2.694 3.935 -4.534
Cl 3.754 2.543 -4.757
Cl 3.241 4.923 -3.178
Cl 2.605 4.898 -6.012
H 1.700 3.571 -4.307
C -3.352 3.662 6.299
Cl -4.434 2.341 6.746
Cl -2.281 4.073 7.645
Cl -2.422 3.252 4.860
H -3.957 4.531 6.074
C 4.792 6.648 3.589
Cl 3.704 5.363 4.102
Cl 5.955 7.043 4.861
Cl 5.628 6.195 2.100
H 4.202 7.532 3.388
C -4.350 -0.224 -4.984
Cl -3.146 0.981 -4.528
Cl -4.066 -0.796 -6.632
Cl -4.352 -1.570 -3.851
H -5.324 0.245 -4.954
*
```

LUMO = 1.45 eV
gap between HOMO and LUMO = 6.32 eV
max |F| = 0.0315 Eh/bohr

---

No. 4
C43H36ClCuGeN2OSe | ωB97M-V/def2-TZVPD

```
! RIJCOSX wB97M-V def2-TZVPD def2/J DEFGRID3
* xyz -1 2
Cu -1.014 0.750 0.591
Cl 1.642 1.251 6.677
C 0.887 1.656 5.150
C 1.557 2.487 4.255
C 0.989 2.805 3.038
C -0.273 2.288 2.673
O -0.793 2.485 1.486
C -0.944 1.487 3.632
C -2.246 0.998 3.191
N -2.668 -0.179 3.376
C -3.875 -0.522 2.750
C -4.759 -1.299 3.461
C -5.987 -1.716 2.924
C -6.331 -1.376 1.648
C -5.442 -0.608 0.862
C -5.761 -0.256 -0.472
C -4.889 0.484 -1.207
C -3.670 0.862 -0.607
N -3.332 0.552 0.618
C -4.202 -0.171 1.390
C -0.357 1.148 4.845
H 2.536 2.869 4.517
H 1.516 3.420 2.318
H -2.821 1.724 2.616
H -4.474 -1.583 4.465
H -6.656 -2.313 3.530
H -7.273 -1.689 1.216
H -6.704 -0.592 -0.888
H -5.088 0.766 -2.232
H -2.942 1.427 -1.184
H -0.879 0.494 5.532
C 4.442 -4.336 1.136
C 3.104 -3.672 0.954
C 2.583 -2.818 1.913
C 1.361 -2.172 1.741
C 0.891 -1.220 2.800
C 0.625 -2.394 0.567
Se -1.123 -1.644 0.351
C 1.149 -3.244 -0.419
C 0.416 -3.496 -1.707
C 2.370 -3.869 -0.207
H 4.903 -4.039 2.078
H 5.123 -4.062 0.326
H 4.354 -5.425 1.133
H 3.146 -2.633 2.823
H 1.550 -1.246 3.669
H -0.134 -1.422 3.116
H 0.896 -0.196 2.412
H 0.023 -2.567 -2.121
H -0.439 -4.160 -1.554
H 1.086 -3.953 -2.437
H 2.774 -4.508 -0.987
C 4.439 -1.636 -2.022
C 4.227 -1.016 -0.797
C 3.065 -0.294 -0.578
C 2.093 -0.163 -1.572
C 2.319 -0.794 -2.793
C 3.480 -1.528 -3.017
Ge 0.518 0.983 -1.264
C 1.313 2.803 -1.369
C 0.541 3.909 -1.008
C 1.044 5.200 -1.095
C 2.345 5.412 -1.535
C 3.132 4.325 -1.886
C 2.618 3.035 -1.804
C -0.485 0.852 -2.984
C -1.429 -0.157 -3.189
C -2.134 -0.256 -4.382
C -1.913 0.662 -5.400
C -0.982 1.676 -5.213
C -0.279 1.766 -4.019
H 5.344 -2.207 -2.195
H 4.961 -1.109 -0.005
H 2.912 0.175 0.389
H 1.582 -0.716 -3.584
H 3.633 -2.013 -3.974
H -0.459 3.756 -0.620
H 0.426 6.041 -0.805
H 2.743 6.417 -1.595
H 4.150 4.478 -2.226
H 3.247 2.198 -2.085
H -1.616 -0.876 -2.396
H -2.858 -1.052 -4.516
H -2.463 0.591 -6.331
H -0.803 2.398 -6.001
H 0.442 2.566 -3.888
*
```

LUMO (spin up / spin down) = 2.14 / 2.04 eV
gap between HOMO and LUMO (spin up / spin down) = 5.75 / 6.73 eV
max |F| = 0.0128 Eh/bohr

---

No. 5
C5H7NO | ωB97M-V/def2-TZVPD

```
! RIJCOSX wB97M-V def2-TZVPD def2/J DEFGRID3
* xyz 0 1
O -0.882 -1.290 2.133
C -0.744 -1.491 0.999
C -1.617 -0.422 -0.558
N -0.356 0.073 -0.651
C 0.226 1.220 0.062
C 1.572 0.449 0.090
C 0.751 -0.696 -0.450
H -1.851 -1.248 -1.221
H -2.409 0.308 -0.409
H -0.236 1.371 1.044
H 0.198 2.140 -0.523
H 1.975 0.282 1.091
H 2.355 0.860 -0.556
H 1.019 -1.556 -1.051
*
```

LUMO = 1.03 eV
gap between HOMO and LUMO = 8.67 eV
max |F| = 0.0185 Eh/bohr

---

No. 6
C8H24FO8Sr | ωB97M-V/def2-TZVPD

```
! RIJCOSX wB97M-V def2-TZVPD def2/J DEFGRID3
* xyz 1 1
Sr 1.010 0.106 -2.264
F 0.178 -0.476 0.213
C -2.672 0.850 1.792
C -1.855 2.049 1.134
O -0.428 1.988 1.420
O -2.380 -0.342 1.022
H -3.746 1.039 1.807
H -2.465 0.694 2.851
H -2.317 2.978 1.469
H -1.974 1.979 0.052
H -0.083 1.247 0.914
H -1.479 -0.260 0.703
C -2.285 -0.025 -2.807
C -1.863 -1.368 -2.235
O -0.786 -1.869 -2.927
O -1.402 1.022 -2.238
H -3.313 0.226 -2.544
H -2.224 -0.061 -3.895
H -2.697 -2.069 -2.270
H -1.608 -1.367 -1.175
H -0.673 -2.817 -2.823
H -1.715 1.840 -2.632
C 0.522 -1.828 3.352
C 0.727 -2.824 2.234
O -0.330 -2.821 1.318
O 1.161 -0.637 2.913
H 0.917 -2.142 4.318
H -0.541 -1.636 3.496
H 0.797 -3.846 2.606
H 1.680 -2.756 1.709
H -0.160 -2.036 0.792
H 0.742 -0.477 2.064
C 3.752 1.536 -1.474
C 2.741 1.754 -0.369
O 1.528 2.167 -0.987
O 3.522 0.332 -2.160
H 4.715 1.360 -0.993
H 3.985 2.398 -2.100
H 3.111 2.388 0.437
H 2.500 0.877 0.231
H 1.052 2.733 -0.375
H 4.353 0.095 -2.578
*
```

LUMO = -4.04 eV
gap between HOMO and LUMO = 7.17 eV
max |F| = 0.0616 Eh/bohr